Entry 1:
This record from the Open Molecules 2025 dataset describes an isolated molecule of C2H2N4O. The level of theory is ωB97M-V/def2-TZVPD.

Each line ends with the Mulliken charge.
Positions of all 9 atoms, in Å:
H (-1.75, -0.07, 0.66)  0.34
C (-0.90, 0.44, 0.07)  0.32
C (0.25, -0.14, -0.03)  0.11
N (1.53, 0.27, -0.39)  -0.13
N (2.31, -0.65, -0.19)  -0.22
N (0.33, -1.50, 0.30)  -0.14
N (1.53, -1.85, 0.06)  -0.25
O (-1.19, 1.67, -0.33)  -0.39
H (-2.11, 1.83, -0.17)  0.36

2S+1: 1
E_tot: -371.5670 Ha
max |F|: 4.418 eV Å⁻¹
ΔE to the lowest compared entry with this formula, charge and spin: 1.453 eV
molecular weight: 98.065 g/mol


Entry 2:
This record from the Open Molecules 2025 dataset describes an isolated molecule of C2H2N4O. The level of theory is ωB97M-V/def2-TZVPD.

Each line ends with the Mulliken charge.
Positions of all 9 atoms, in Å:
C (0.13, -0.46, 0.01)  0.56
N (-0.50, -1.56, -0.44)  0.11
O (-1.15, -2.38, 0.11)  -0.29
H (2.14, -0.76, 0.17)  0.28
N (1.49, -0.07, -0.11)  -0.40
N (-0.94, 0.30, 0.24)  -0.47
H (1.68, 0.80, 0.33)  0.28
C (-1.24, 1.52, -0.10)  0.36
N (-1.62, 2.60, -0.20)  -0.43

2S+1: 1
E_tot: -371.5193 Ha
max |F|: 4.892 eV Å⁻¹
ΔE to the lowest compared entry with this formula, charge and spin: 2.749 eV
molecular weight: 98.065 g/mol


Entry 3:
This record from the Open Molecules 2025 dataset describes a cluster of 2 separate species, C2H2N4O in total. The level of theory is ωB97M-V/def2-TZVPD.

Each line ends with the Mulliken charge.
Positions of all 9 atoms, in Å:
O (-1.11, 1.31, -1.01)  -0.27
C (1.21, 1.01, 0.51)  0.41
N (0.96, -0.26, 0.40)  -0.63
C (-1.51, -0.80, -0.38)  0.60
H (0.55, -0.80, 1.20)  0.33
N (-0.88, 0.11, -1.05)  0.00
N (1.33, 2.14, 0.43)  -0.38
H (1.15, -0.96, -0.33)  0.32
N (-1.70, -1.75, 0.22)  -0.38

2S+1: 1
E_tot: -371.4923 Ha
max |F|: 5.648 eV Å⁻¹
ΔE to the lowest compared entry with this formula, charge and spin: 3.484 eV
molecular weight: 98.065 g/mol


Entry 4:
This record from the Open Molecules 2025 dataset describes a structure of composition C2H2N4OS. The level of theory is ωB97M-V/def2-TZVPD.

Each line ends with the Mulliken charge.
Positions of all 10 atoms, in Å:
S (0.25, -0.88, -0.01)  0.04
N (2.51, 0.34, -0.22)  -0.57
H (2.30, -1.80, 0.20)  0.35
N (1.54, 1.22, -0.13)  0.01
H (1.73, 2.58, -0.17)  0.39
N (-2.61, -0.25, -0.51)  -0.32
N (-3.47, -0.63, 0.07)  0.88
C (1.96, -0.81, 0.01)  -0.03
O (-4.34, -0.62, 0.79)  -0.56
C (0.13, 0.85, -0.03)  -0.20

2S+1: 1
E_tot: -769.6372 Ha
max |F|: 7.364 eV Å⁻¹
ΔE to the lowest compared entry with this formula, charge and spin: 5.057 eV
molecular weight: 130.132 g/mol


Entry 5:
This record from the Open Molecules 2025 dataset describes the ion C2H2N4P with charge +1. The level of theory is ωB97M-V/def2-TZVPD.

Each line ends with the Mulliken charge.
Positions of all 9 atoms, in Å:
N (0.98, 1.83, 1.18)  0.16
P (0.16, 3.21, 1.41)  0.11
H (-0.34, -0.95, 1.19)  0.39
N (1.37, 4.01, 2.16)  0.33
H (0.06, -0.14, -1.79)  0.36
C (-0.18, -0.25, -0.76)  -0.10
N (1.10, 0.71, 0.84)  -0.21
N (2.10, 4.67, 2.74)  0.05
C (0.14, -0.36, 0.48)  -0.09

2S+1: 1
E_tot: -637.2690 Ha
max |F|: 8.747 eV Å⁻¹
ΔE to the lowest compared entry with this formula, charge and spin: 3.637 eV
molecular weight: 113.040 g/mol
charge: +1


Entry 6:
This record from the Open Molecules 2025 dataset describes an isolated molecule of C2H2N6. The level of theory is ωB97M-V/def2-TZVPD.

Each line ends with the Mulliken charge.
Positions of all 10 atoms, in Å:
H (0.25, -1.89, -1.71)  0.38
H (0.65, 2.37, 1.40)  0.30
N (-1.58, -0.08, 0.31)  0.04
N (-1.03, 0.96, -0.01)  -0.21
N (1.25, 1.61, 0.84)  -0.56
C (0.50, 0.88, 0.00)  0.54
N (0.89, 0.02, -1.22)  -0.32
C (0.16, -1.14, -0.96)  -0.05
N (-0.11, -1.69, 0.35)  -0.12
N (-0.98, -1.04, 1.01)  0.01

2S+1: 1
E_tot: -405.7225 Ha
max |F|: 6.774 eV Å⁻¹
ΔE to the lowest compared entry with this formula, charge and spin: 3.633 eV
molecular weight: 110.080 g/mol


Entry 7:
This record from the Open Molecules 2025 dataset describes a structure of composition C2H2N6O3. The level of theory is ωB97M-V/def2-TZVPD.

Each line ends with the Mulliken charge.
Positions of all 13 atoms, in Å:
C (0.19, 0.90, 0.91)  -0.29
N (-0.59, 2.06, 0.94)  1.04
N (0.44, 0.32, -0.22)  0.09
N (1.03, -1.03, -0.15)  0.28
O (1.41, -1.58, -1.21)  -0.52
H (1.65, -1.02, 0.68)  0.33
O (-0.06, 3.15, 1.01)  -0.55
C (0.07, 0.76, -1.44)  0.39
N (-0.51, -2.04, 0.28)  0.24
N (-0.25, 1.16, -2.46)  -0.34
O (-1.78, 1.81, 1.03)  -0.49
N (-1.21, -1.83, 1.15)  -0.48
H (-0.39, -2.66, -0.54)  0.30

2S+1: 3
E_tot: -631.1915 Ha
max |F|: 6.320 eV Å⁻¹
ΔE to the lowest compared entry with this formula, charge and spin: 1.822 eV
molecular weight: 158.077 g/mol


Entry 8:
This record from the Open Molecules 2025 dataset describes the ion C2H2NO with charge -1. The level of theory is ωB97M-V/def2-TZVPD.

Each line ends with the Mulliken charge.
Positions of all 6 atoms, in Å:
C (-0.05, 0.43, -0.65)  -0.18
C (0.31, 0.58, 0.64)  -0.25
H (-0.87, 0.57, -1.43)  0.25
H (-0.08, 0.86, 1.69)  0.23
N (0.72, -0.64, -0.22)  -0.32
O (-0.04, -1.80, -0.03)  -0.74

2S+1: 1
E_tot: -207.2079 Ha
max |F|: 3.479 eV Å⁻¹
ΔE to the lowest compared entry with this formula, charge and spin: 3.867 eV
molecular weight: 56.044 g/mol
charge: -1


Entry 9:
This record from the Open Molecules 2025 dataset describes the ion C2H2NO2 with charge -1. The level of theory is ωB97M-V/def2-TZVPD.

Each line ends with the Mulliken charge.
Positions of all 7 atoms, in Å:
C (-0.93, 0.66, 0.44)  0.64
H (1.35, -1.20, -1.46)  0.19
N (-0.23, -0.04, -0.71)  -0.41
C (0.86, -0.61, -0.50)  -0.29
H (1.26, -0.52, 0.56)  0.27
O (-2.13, 0.36, 0.45)  -0.67
O (-0.18, 1.35, 1.23)  -0.73

2S+1: 1
E_tot: -282.6750 Ha
max |F|: 3.102 eV Å⁻¹
ΔE to the lowest compared entry with this formula, charge and spin: 0.444 eV
molecular weight: 72.043 g/mol
charge: -1


Entry 10:
This record from the Open Molecules 2025 dataset describes the ion C2H2NO2 with charge +1. The level of theory is ωB97M-V/def2-TZVPD.

Each line ends with the Mulliken charge.
Positions of all 7 atoms, in Å:
H (-0.19, -1.87, -0.11)  0.31
H (0.17, -0.75, -1.40)  0.35
O (-0.52, 0.51, 1.29)  -0.11
C (-0.16, 0.19, -0.04)  0.62
C (0.02, 1.70, 1.00)  0.15
N (0.24, -1.05, -0.43)  -0.21
O (0.44, 1.28, -0.31)  -0.12

2S+1: 1
E_tot: -282.1791 Ha
max |F|: 7.708 eV Å⁻¹
ΔE to the lowest compared entry with this formula, charge and spin: 4.657 eV
molecular weight: 72.043 g/mol
charge: +1


Entry 11:
This record from the Open Molecules 2025 dataset describes a cluster of 2 separate species, C2H2NO2 in total. The level of theory is ωB97M-V/def2-TZVPD.

Each line ends with the Mulliken charge.
Positions of all 7 atoms, in Å:
O (-3.45, -0.01, 1.28)  -0.12
N (-3.88, 0.00, 0.27)  1.26
H (-0.32, 0.98, 0.82)  0.38
C (0.02, 0.33, 0.07)  -0.60
H (0.35, -1.11, -1.56)  0.41
O (-4.38, 0.26, -0.71)  -0.15
C (0.26, -0.48, -0.75)  -0.19

2S+1: 1
E_tot: -282.0830 Ha
max |F|: 3.630 eV Å⁻¹
ΔE to the lowest compared entry with this formula, charge and spin: 7.272 eV
molecular weight: 72.043 g/mol
charge: +1


Entry 12:
This record from the Open Molecules 2025 dataset describes an isolated molecule of C2H2NO2P. The level of theory is ωB97M-V/def2-TZVPD.

Each line ends with the Mulliken charge.
Positions of all 8 atoms, in Å:
O (-1.77, -1.61, 2.01)  -0.36
H (-1.14, 0.24, -0.58)  0.43
O (0.06, -0.01, 1.00)  -0.38
N (0.63, 1.64, -0.95)  -0.36
P (-0.38, -1.33, 2.09)  0.48
C (1.05, 0.50, -1.21)  -0.23
H (1.69, 0.16, -2.06)  0.29
C (-0.13, 0.41, -0.31)  0.13

2S+1: 1
E_tot: -623.9279 Ha
max |F|: 5.313 eV Å⁻¹
ΔE to the lowest compared entry with this formula, charge and spin: 2.184 eV
molecular weight: 103.017 g/mol


Entry 13:
This record from the Open Molecules 2025 dataset describes a structure of composition C2H2NO2S. The level of theory is ωB97M-V/def2-TZVPD.

Each line ends with the Mulliken charge.
Positions of all 8 atoms, in Å:
C (0.05, -1.00, -0.61)  -0.40
C (-1.39, -0.73, 0.75)  0.08
O (1.74, 0.75, -1.31)  -0.62
N (-2.18, -0.56, 1.64)  -0.53
H (-0.60, -0.87, -1.47)  0.20
H (0.04, 1.64, -0.07)  0.08
O (1.47, 0.30, 1.19)  -0.57
S (0.87, 0.46, -0.13)  0.77

2S+1: 1
E_tot: -680.7565 Ha
max |F|: 4.125 eV Å⁻¹
ΔE to the lowest compared entry with this formula, charge and spin: 4.102 eV
molecular weight: 104.110 g/mol
charge: -1


Entry 14:
This record from the Open Molecules 2025 dataset describes a cluster of 2 separate species, C2H2NO2S2 in total. The level of theory is ωB97M-V/def2-TZVPD.

Each line ends with the Mulliken charge.
Positions of all 9 atoms, in Å:
S (0.68, -0.80, -1.73)  0.05
O (-0.25, 1.84, 1.87)  -0.45
H (-1.61, -0.40, 0.91)  0.34
C (-1.05, -0.11, 0.04)  -0.66
O (1.52, 1.02, 0.61)  -0.35
N (-0.20, -1.00, -0.41)  -0.27
H (-1.59, 0.40, -0.80)  0.25
S (1.98, -2.27, -1.65)  -0.60
C (0.53, 1.31, 1.15)  0.70

2S+1: 1
E_tot: -1079.0520 Ha
max |F|: 2.858 eV Å⁻¹
ΔE to the lowest compared entry with this formula, charge and spin: 1.816 eV
molecular weight: 136.177 g/mol
charge: -1


Entry 15:
This record from the Open Molecules 2025 dataset describes the ion C2H2NO3 with charge -1. The level of theory is ωB97M-V/def2-TZVPD.

Each line ends with the Mulliken charge.
Positions of all 8 atoms, in Å:
O (-1.66, -0.65, -1.02)  -0.65
O (1.11, 0.53, -1.86)  -0.62
C (-0.66, 0.21, 0.97)  -0.45
H (-1.61, 0.15, 1.36)  0.38
N (-0.43, -0.07, -0.21)  0.25
C (1.06, -0.04, -0.79)  0.51
O (1.88, -0.52, -0.08)  -0.61
H (0.30, 0.40, 1.62)  0.19

2S+1: 1
E_tot: -357.8363 Ha
max |F|: 5.833 eV Å⁻¹
ΔE to the lowest compared entry with this formula, charge and spin: 4.430 eV
molecular weight: 88.042 g/mol
charge: -1


Entry 16:
This record from the Open Molecules 2025 dataset describes the ion C2H2NO3 with charge -1. The level of theory is ωB97M-V/def2-TZVPD.

Each line ends with the Mulliken charge.
Positions of all 8 atoms, in Å:
O (-2.87, 1.32, 0.01)  -0.61
O (-2.85, -0.91, 0.01)  -0.73
C (-2.40, 0.23, 0.02)  0.54
H (1.15, 0.44, -0.23)  0.13
O (0.55, 2.40, -0.02)  -0.54
C (0.24, 1.18, -0.01)  0.12
H (-0.46, -0.67, -0.38)  0.24
N (-0.87, 0.14, -0.01)  -0.15

2S+1: 1
E_tot: -357.9370 Ha
max |F|: 6.156 eV Å⁻¹
ΔE to the lowest compared entry with this formula, charge and spin: 1.690 eV
molecular weight: 88.042 g/mol
charge: -1


Entry 17:
This record from the Open Molecules 2025 dataset describes the ion C2H2NO3S with charge -1. The level of theory is ωB97M-V/def2-TZVPD.

Each line ends with the Mulliken charge.
Positions of all 9 atoms, in Å:
O (1.45, -1.37, -0.64)  -0.58
H (-0.70, -0.94, 0.71)  0.26
S (1.46, -0.10, 0.03)  1.01
O (1.94, 1.08, -0.66)  -0.57
C (-0.70, -0.01, -0.01)  -0.69
C (-2.97, 1.25, 0.02)  -0.21
H (-0.47, -0.44, -0.93)  0.34
O (1.84, -0.29, 1.45)  -0.60
N (-1.86, 0.81, 0.04)  0.04

2S+1: 1
E_tot: -756.0590 Ha
max |F|: 3.996 eV Å⁻¹
ΔE to the lowest compared entry with this formula, charge and spin: 2.202 eV
molecular weight: 120.109 g/mol
charge: -1


Entry 18:
This record from the Open Molecules 2025 dataset describes a structure of composition C2H2O2S. The level of theory is ωB97M-V/def2-TZVPD.

Each line ends with the Mulliken charge.
Positions of all 7 atoms, in Å:
H (-1.65, 1.61, -0.87)  0.16
S (-2.06, 0.64, 0.00)  -0.23
O (0.70, -0.80, 1.24)  -0.29
O (2.10, 0.57, -0.12)  -0.42
C (-0.10, -0.61, 0.07)  -0.23
C (1.18, 0.00, 0.29)  0.67
H (-0.17, -1.40, -0.61)  0.34

2S+1: 1
E_tot: -625.9562 Ha
max |F|: 4.012 eV Å⁻¹
ΔE to the lowest compared entry with this formula, charge and spin: 2.890 eV
molecular weight: 90.103 g/mol


Entry 19:
This record from the Open Molecules 2025 dataset describes an isolated molecule of C2H2O2S. The level of theory is ωB97M-V/def2-TZVPD.

Each line ends with the Mulliken charge.
Positions of all 7 atoms, in Å:
C (0.09, 0.44, 0.00)  -0.24
O (-2.27, 0.11, 0.14)  -0.41
C (-1.23, -0.43, -0.05)  0.13
H (-0.92, -1.56, -0.24)  0.22
S (1.52, -0.41, 0.05)  0.38
H (0.06, 1.45, 0.11)  0.41
O (2.75, 0.40, -0.01)  -0.48

2S+1: 1
E_tot: -625.9969 Ha
max |F|: 5.118 eV Å⁻¹
ΔE to the lowest compared entry with this formula, charge and spin: 1.781 eV
molecular weight: 90.103 g/mol


Entry 20:
This record from the Open Molecules 2025 dataset describes a structure of composition C2H2O2S. The level of theory is ωB97M-V/def2-TZVPD.

Each line ends with the Mulliken charge.
Positions of all 7 atoms, in Å:
C (0.56, -0.71, -0.72)  -0.04
H (0.68, -1.71, -0.75)  0.29
S (0.16, 0.88, 1.78)  -0.20
C (0.07, 0.09, 0.36)  0.39
O (-1.90, 1.80, 1.32)  -0.37
H (1.21, -0.06, -1.49)  0.18
O (-0.78, -0.29, -0.51)  -0.24

2S+1: 1
E_tot: -625.8185 Ha
max |F|: 5.708 eV Å⁻¹
ΔE to the lowest compared entry with this formula, charge and spin: 6.635 eV
molecular weight: 90.103 g/mol